Molecular formula: C23H24BFO14P
Method: DFT, the ωB97M-V functional and the def2-TZVPD basis

E_HOMO ... -3.5 eV
E_LUMO ... -0.006 hartree
DFT total energy ... -65589.7944 eV
Net charge ... -1

Last column: Löwdin charge in e.
Element x y z (Å)
C1 4.324 3.315 0.279  -0.1974
C2 4.560 3.987 -1.082  -0.4856
P1 3.080 4.841 -1.817  0.9053
C3 2.107 3.300 -2.187  -0.3638
B1 3.913 5.167 -3.654  -0.8216
O1 2.963 5.788 -4.577  -0.0888
C4 3.048 7.162 -4.316  -0.1846
C5 4.477 7.402 -3.807  -0.3978
F1 5.272 8.007 -4.829  -0.0528
O2 4.990 6.206 -3.473  -0.0174
H1 5.144 3.486 0.980  0.0499
H2 4.221 2.232 0.179  0.0418
H3 3.412 3.682 0.758  0.0433
H4 4.927 3.247 -1.800  0.0630
H5 5.343 4.745 -1.010  0.0598
H6 1.980 2.713 -1.273  -0.0088
H7 1.113 3.557 -2.557  0.0205
H8 2.612 2.676 -2.931  0.0306
H9 4.335 4.092 -4.049  0.0774
H10 2.355 7.475 -3.520  0.1084
H11 2.844 7.734 -5.224  0.1163
H12 4.521 8.149 -3.005  0.1411
C6 -0.423 -0.868 0.827  0.0644
C7 0.291 -0.271 -0.139  -0.2132
C8 1.808 -0.358 -0.228  -0.2986
O3 2.295 0.187 -1.196  0.1127
C9 2.528 -1.063 0.809  0.0805
C10 1.813 -1.677 1.761  -0.2245
C11 0.291 -1.629 1.811  -0.2787
O4 -0.226 -2.262 2.723  0.0721
O5 2.341 -2.388 2.748  0.1118
O6 -0.253 0.410 -1.133  0.1076
H13 -1.501 -0.834 0.872  0.1331
H14 3.607 -1.095 0.766  0.1373
H15 1.580 -2.722 3.267  0.1137
H16 0.493 0.766 -1.669  0.1262
C12 -3.487 -4.106 -2.222  0.0683
C13 -4.171 -4.309 -3.357  -0.2347
C14 -4.267 -3.260 -4.458  -0.3143
O7 -4.928 -3.586 -5.431  0.0898
C15 -3.596 -2.002 -4.286  0.0692
C16 -2.903 -1.793 -3.151  -0.2189
C17 -2.822 -2.837 -2.040  -0.2976
O8 -2.185 -2.529 -1.050  0.1039
O9 -2.256 -0.674 -2.906  0.1269
O10 -4.830 -5.417 -3.649  0.1097
H17 -3.418 -4.845 -1.437  0.1335
H18 -3.658 -1.262 -5.071  0.1364
H19 -1.826 -0.733 -2.028  0.0934
H20 -5.219 -5.252 -4.536  0.1170
C18 -2.163 -4.530 6.673  0.0645
C19 -2.016 -3.534 5.779  -0.2242
C20 -3.190 -2.681 5.302  -0.3061
O11 -2.922 -1.797 4.513  0.1140
C21 -4.513 -2.966 5.809  0.0680
C22 -4.652 -3.963 6.694  -0.2364
C23 -3.478 -4.803 7.182  -0.3173
O12 -3.760 -5.674 7.991  0.0848
O13 -5.801 -4.328 7.241  0.1068
O14 -0.861 -3.196 5.252  0.1110
H21 -1.333 -5.130 7.016  0.1329
H22 -5.343 -2.366 5.464  0.1334
H23 -5.569 -5.073 7.838  0.1156
H24 -1.021 -2.512 4.564  0.0869